No. 1
Here is a 2-piece molecular cluster, C4H8N2O2 overall at a distorted geometry from the OMol25 dataset. Energies are from ωB97M-V with the def2-TZVPD basis set.

Atoms and positions in Å:
O1 2.9309 0.0554 0.7522
O2 1.4588 -1.2927 -0.2160
N1 -3.2186 0.2540 0.3056
N2 -0.9282 -0.4428 -0.3318
C1 1.8467 -0.0727 0.1155
C2 -2.1757 -0.6549 -0.1183
C3 1.0605 1.0466 -0.6021
C4 -0.4201 1.0028 -0.0130
H1 -0.7975 1.8119 -0.7475
H2 0.8241 0.7725 -1.7449
H3 -3.0407 0.9563 1.0073
H4 0.5404 -1.3729 -0.5908
H5 -3.8735 -0.6100 1.2275
H6 -0.4668 1.2660 1.1164
H7 -2.5934 -1.6744 -0.2608
H8 1.4497 2.1390 -0.4060

As for the spin multiplicity: 1. Its energy above the lowest of the compared OMol25 structures with the same formula, charge and spin is 413.6 kJ/mol. Its HOMO-LUMO gap is 9.5 eV. The HOMO energy comes out at -9.71 eV. Its total charge is 0.

No. 2
Here is an isolated ion of composition C8H13O4P2 and charge +1 at a distorted geometry from the OMol25 dataset. Energies are from ωB97M-V with the def2-TZVPD basis set.

Atoms and positions in Å:
P1 0.2654 -1.5327 0.4132
P2 1.0303 -2.2718 2.3537
O1 0.1860 2.7176 -0.9576
O2 -1.2043 -1.7747 0.2674
O3 0.8614 -2.5439 -0.6803
O4 -0.3836 0.4620 1.7423
C1 0.7096 0.1092 -0.2340
C2 -0.2213 3.9530 -1.1255
C3 -0.8415 4.5080 0.0003
C4 -0.7525 3.4754 0.9595
C5 -2.1369 -1.7921 -0.8894
C6 2.1851 -3.1140 -0.7867
C7 0.0287 1.0025 0.7415
C8 -0.1699 2.3909 0.3398
H1 -1.0681 5.5267 0.2884
H2 2.1936 -3.5553 -1.7673
H3 2.7967 -2.2556 -0.8759
H4 0.1663 -1.2975 2.9733
H5 -1.8332 -2.5489 -1.7217
H6 -2.2104 -0.7789 -1.2942
H7 -0.0431 4.3347 -2.1633
H8 1.7435 0.3124 -0.2761
H9 -1.1802 3.5811 1.8880
H10 0.4914 0.1636 -1.3538
H11 -0.1102 -2.9925 2.5709
H12 2.5106 -3.7855 0.1030
H13 -3.0133 -2.2935 -0.5155

As for the spin multiplicity: 1. Its energy above the lowest of the compared OMol25 structures with the same formula, charge and spin is 146.7 kJ/mol. Its HOMO-LUMO gap is 9.1 eV. The HOMO energy comes out at -12.41 eV. Its total charge is +1.

No. 3
Here is one molecule with the formula C9H19NO from the OMol25 dataset. Energies are from ωB97M-V with the def2-TZVPD basis set.

Atoms and positions in Å:
O1 1.7963 2.3154 0.0889
N1 -0.4373 -0.6227 -0.1459
C1 -1.2494 -1.2438 -1.1774
C2 0.2485 -3.8908 -0.3958
C3 0.2347 1.6170 1.7043
C4 -1.9051 -2.5304 -0.6669
C5 0.2526 0.5651 -0.6046
C6 1.0925 3.4850 0.4803
C7 -0.1285 3.0444 1.2981
C8 1.1010 1.1624 0.5281
C9 -1.1402 -3.8078 -1.0188
H1 -1.0513 -3.8826 -2.1054
H2 -2.9062 -2.6102 -1.0945
H3 0.2423 -1.2924 0.2023
H4 0.9122 0.3765 -1.4706
H5 0.6922 -4.8639 -0.5970
H6 0.9099 -3.1335 -0.8106
H7 1.7767 4.1006 1.0766
H8 0.8090 4.0522 -0.4133
H9 -1.0251 3.0467 0.6789
H10 1.8571 0.4265 0.8281
H11 0.8218 1.6192 2.6228
H12 -0.5010 1.2934 -0.9182
H13 -2.0234 -0.5158 -1.4433
H14 -0.2981 3.6945 2.1536
H15 -1.7299 -4.6627 -0.6788
H16 0.1923 -3.7581 0.6829
H17 -2.0124 -2.4493 0.4162
H18 -0.6727 -1.4567 -2.0955
H19 -0.6298 0.9699 1.8249

As for the spin multiplicity: 1. Its energy above the lowest of the compared OMol25 structures with the same formula, charge and spin is 109.7 kJ/mol. Its HOMO-LUMO gap is 9.9 eV. The HOMO energy comes out at -8.86 eV. Its SMILES is CCCCNC[C@@H]1CCCO1. Its total charge is 0.

No. 4
Here is C29H46InN4O4S2SbTe as an isolated structure from the OMol25 dataset. Energies are from ωB97M-V with the def2-TZVPD basis set.

Atoms and positions in Å:
Te1 2.3588 -3.5391 1.2468
Sb1 -0.0175 2.3157 -0.2697
In1 0.3271 -0.3263 0.5962
S1 0.1249 0.8185 5.0171
S2 1.5491 -0.2939 2.7262
O1 -3.1652 -1.7011 -2.0871
O2 -2.0707 -0.5983 -0.4783
O3 3.7471 -2.1599 -1.2438
O4 2.4546 -0.6692 -0.1633
N1 0.2522 -1.7477 -1.1960
N2 -1.0969 -0.6992 3.2517
N3 -1.0368 -1.4953 2.1072
N4 -0.9689 -3.8573 0.4108
C1 1.9516 2.2141 -2.5761
C2 -2.0843 -1.3699 -1.4126
C3 3.0271 -5.1732 0.0672
C4 -0.2981 1.2894 -3.0912
C5 -0.8376 -2.0160 -1.9207
C6 -2.9449 2.6130 -1.0860
C7 -2.0302 -3.5148 1.1502
C8 0.0255 -0.1649 3.5975
C9 -3.2496 -4.1792 1.0777
C10 1.4162 -2.2683 -1.5557
C11 1.5487 -3.0932 -2.6664
C12 0.4485 2.4253 -2.3896
C13 -3.3882 -5.2334 0.1888
C14 -2.5209 2.4720 1.3671
C15 2.5684 -1.7751 -0.7367
C16 -0.8008 -2.8102 -3.0477
C17 -1.5342 0.6612 5.6956
C18 1.4101 3.5438 0.8215
C19 4.2960 -2.8710 1.7908
C20 -1.8829 -2.4453 2.1490
C21 -2.0291 3.0709 0.0465
C22 0.4217 -3.3595 -3.4226
C23 0.0331 3.7695 -2.9856
C24 1.5188 4.9328 0.1935
C25 0.9278 3.6427 2.2687
C26 -2.0297 4.5962 0.1150
C27 -1.1118 -4.8851 -0.4198
C28 2.7767 2.8594 0.7940
C29 -2.2927 -5.6001 -0.5737
H1 3.6036 -4.7943 -0.7745
H2 1.6869 4.1750 2.8484
H3 1.9361 4.8994 -0.8108
H4 0.0000 4.2026 2.3618
H5 -3.5313 2.8418 1.5633
H6 0.7989 2.6630 2.7340
H7 0.0454 0.3116 -2.7449
H8 -2.7028 3.0832 -2.0376
H9 2.3063 1.2972 -2.1004
H10 2.7547 1.8768 1.2621
H11 -2.5354 -2.4896 3.0203
H12 -3.9673 2.9075 -0.8321
H13 -1.7656 -0.3808 5.8974
H14 -1.3767 1.3519 -2.9568
H15 -1.8985 2.7582 2.2122
H16 -2.9366 1.5310 -1.2142
H17 -1.5204 1.2218 6.6276
H18 0.5743 5.4655 0.1599
H19 0.5288 4.6100 -2.5050
H20 2.2063 5.5245 0.8048
H21 0.3248 3.7786 -4.0394
H22 4.5567 -3.2735 2.7656
H23 3.4714 3.4780 1.3692
H24 2.5208 -3.4761 -2.9385
H25 0.4924 -3.9773 -4.3066
H26 -0.0965 1.3437 -4.1645
H27 4.4431 -1.6091 -0.8505
H28 -3.9406 -1.2376 -1.7162
H29 -0.2341 -5.1601 -0.9954
H30 4.2680 -1.7820 1.8386
H31 -4.0690 -3.8800 1.7176
H32 -2.5694 1.3826 1.3258
H33 -3.0670 4.9275 0.2144
H34 -2.2723 1.0861 5.0207
H35 -2.3386 -6.4336 -1.2596
H36 -1.4893 4.9709 0.9802
H37 2.5339 3.0483 -2.1957
H38 2.1605 -5.7342 -0.2736
H39 -4.3237 -5.7692 0.1104
H40 -1.0432 3.9370 -2.9473
H41 3.6463 -5.8181 0.6847
H42 -1.7019 -2.9893 -3.6146
H43 2.1602 2.1371 -3.6471
H44 3.1798 2.7634 -0.2101
H45 5.0085 -3.2102 1.0405
H46 -1.6207 5.0631 -0.7804

As for the spin multiplicity: 1. Its energy above the lowest of the compared OMol25 structures with the same formula, charge and spin is 66.1 kJ/mol. Its HOMO-LUMO gap is 7.1 eV. The HOMO energy comes out at -13.33 eV. Its total charge is +2.

No. 5
Here is C13H22BrN3O3PPtS3Sb as an isolated structure at a distorted geometry from the OMol25 dataset. Energies are from ωB97M-V with the def2-TZVPD basis set.

Atoms and positions in Å:
Pt1 1.2191 -0.9974 1.4867
Sb1 4.2119 -1.1651 3.0941
Br1 2.3695 -5.5144 -0.2764
S1 4.4443 -3.2018 4.1532
S2 1.9268 -0.3725 3.6887
S3 3.3192 -1.7553 0.8501
P1 0.3491 2.0053 -0.3250
O1 -0.9595 -1.2465 1.0977
O2 -2.8044 -1.7885 0.0003
O3 1.4609 1.2242 0.2505
N1 -0.7474 2.6719 0.7942
N2 -0.4562 1.1702 -1.5054
N3 0.8659 3.3784 -1.1691
C1 -1.7033 -2.0588 0.4714
C2 0.5310 -5.1043 0.0026
C3 -0.2017 -0.2228 -1.7851
C4 0.1417 -3.7887 0.1655
C5 0.6215 4.7515 -0.8136
C6 -1.5781 1.7446 -2.2026
C7 -1.8403 1.7987 1.1987
C8 2.0923 3.1564 -1.8989
C9 -1.7352 -5.8341 0.1415
C10 -1.2054 -3.4938 0.3086
C11 -0.3912 -6.1373 0.0051
C12 -2.1424 -4.5182 0.2701
C13 -0.0117 3.1607 1.9537
H1 0.2191 -0.3390 -2.7888
H2 -2.4623 -6.6326 0.1344
H3 -1.1220 -0.8060 -1.7076
H4 0.8600 3.7242 1.6201
H5 1.4417 5.1814 -0.2218
H6 -2.5376 2.3803 1.8103
H7 -1.7470 2.7505 -1.8265
H8 0.8833 -2.9887 0.1828
H9 -1.4948 0.9310 1.7724
H10 -2.4777 1.1405 -2.0463
H11 2.1792 2.0903 -2.1056
H12 2.0702 3.7069 -2.8460
H13 0.5175 -0.6097 -1.0582
H14 -2.3620 1.4280 0.3209
H15 -0.3021 4.8167 -0.2426
H16 -1.3784 1.7964 -3.2805
H17 -0.6603 3.8206 2.5383
H18 -0.0585 -7.1585 -0.0972
H19 0.3433 2.3426 2.5944
H20 2.9763 3.4676 -1.3293
H21 -3.1836 -4.2485 0.3509
H22 0.5178 5.3437 -1.7304

As for the spin multiplicity: 2. Its HOMO-LUMO gap (spin up / spin down) is 6.6 / 5.1 eV. The HOMO energy (spin up / spin down) comes out at -4.84 / -4.74 eV. Its total charge is -1.

> Among the records above, which one has the lowest total charge?

C13H22BrN3O3PPtS3Sb

> The lowest total charge belongs to which entry?

C13H22BrN3O3PPtS3Sb

> Among the records above, which one has the lowest total charge?

C13H22BrN3O3PPtS3Sb